Entry 1:
DFT (ωB97M-V/def2-TZVPD) results for an isolated molecule of C24H28N4O4 in a non-equilibrium geometry.

XYZ file:
```
60
Properties=species:S:1:pos:R:3:forces:R:3:mulliken_charge:R:1
C -5.2815 -3.3190 -1.8967 -0.14 0.22 0.05 -1.15
C -5.9508 -1.9633 -1.6979 -0.03 -0.07 -0.35 -0.73
N -5.2573 -1.1138 -0.7433 -0.28 -0.23 -0.11 0.19
C -5.3347 -1.4945 0.6537 0.27 -0.04 0.34 -0.81
C -4.0756 -2.1921 1.1704 -0.26 0.12 -0.05 -0.45
C -4.5958 -0.0368 -1.2242 0.08 0.14 0.43 -0.16
O -4.5551 0.2146 -2.4172 0.18 0.20 -0.37 -0.71
C -3.9198 0.9136 -0.2406 -0.01 0.10 -0.49 1.64
C -4.6749 2.2498 -0.2631 -0.01 -0.01 0.26 -1.26
C -3.9268 3.3020 0.5508 0.05 -0.04 -0.24 -0.58
C -2.4888 3.4322 0.0495 -0.07 0.44 0.37 -1.04
N -1.8403 2.1376 0.1110 0.00 0.15 -0.08 0.20
C -0.9069 1.9231 1.0560 -0.18 0.27 -0.11 0.74
O -0.4699 2.8109 1.7721 0.20 -0.14 0.16 -0.70
C -0.3559 0.5490 1.2199 0.52 -0.88 0.35 0.30
C 0.9724 0.2787 1.6438 -0.07 -0.71 0.06 -0.44
C 1.0047 -1.0794 1.7664 0.10 1.09 -0.01 0.23
C 2.0852 -2.0281 2.1768 -0.29 -0.38 0.06 -0.71
O 3.3612 -1.4475 2.1467 0.04 0.18 -0.01 -0.44
C 3.9015 -1.0734 0.9450 0.59 0.25 -0.03 0.36
C 3.2827 -1.2793 -0.3043 -0.12 -0.13 -0.07 -0.05
C 3.9010 -0.8808 -1.4569 -0.03 -0.04 0.17 -0.94
C 5.1642 -0.2591 -1.4241 0.10 0.00 0.67 0.10
N 5.7378 0.1164 -2.5844 -0.03 0.03 -0.56 -0.65
C 6.9061 0.6898 -2.5433 -0.01 0.01 -0.15 -0.26
C 7.6158 0.9457 -1.3539 -0.07 -0.06 0.40 -0.48
C 7.0561 0.5744 -0.1632 0.13 0.08 -0.23 -0.58
C 5.7900 -0.0513 -0.1631 -0.21 -0.07 -0.43 1.09
C 5.1364 -0.4677 1.0061 -0.42 -0.21 0.19 -0.90
O -0.2011 -1.5836 1.4533 0.58 -0.36 0.20 -0.32
N -1.0344 -0.5677 1.1215 -0.72 0.70 -0.21 -0.22
C -2.4786 1.1490 -0.7189 -0.19 -0.54 -0.23 -2.20
H -4.2372 -3.1820 -2.1649 0.12 -0.03 -0.03 0.31
H -5.7790 -3.8526 -2.7024 -0.04 -0.11 -0.07 0.41
H -5.3411 -3.9266 -0.9970 0.04 -0.11 0.07 0.28
H -6.9839 -2.0997 -1.3602 0.05 0.05 -0.02 0.42
H -5.9579 -1.4200 -2.6449 -0.11 -0.11 0.17 0.41
H -5.5521 -0.6144 1.2662 -0.06 -0.10 -0.02 0.38
H -6.1859 -2.1730 0.7528 -0.01 0.13 -0.01 0.42
H -4.2106 -2.4482 2.2186 0.04 -0.06 0.15 0.37
H -3.8882 -3.1060 0.6147 0.03 -0.12 -0.06 0.31
H -3.1996 -1.5562 1.0784 0.03 0.02 0.02 -0.10
H -3.8818 0.5270 0.7755 0.00 -0.06 0.04 0.43
H -4.7650 2.5769 -1.3012 -0.03 -0.04 -0.03 0.40
H -5.6832 2.1134 0.1347 -0.05 0.01 -0.05 0.39
H -4.4297 4.2664 0.4720 -0.01 0.03 0.05 0.44
H -3.9081 3.0117 1.6036 0.01 0.06 0.07 0.33
H -1.9185 4.1251 0.6701 -0.07 -0.06 -0.18 0.49
H -2.4805 3.7796 -0.9882 0.03 -0.01 0.02 0.37
H 1.7495 0.9906 1.8184 0.21 0.13 0.07 0.56
H 2.0316 -2.9369 1.5599 0.02 0.11 0.08 0.40
H 1.9344 -2.3197 3.2229 -0.01 -0.02 -0.22 0.38
H 2.3148 -1.7521 -0.3654 -0.07 -0.04 -0.02 0.47
H 3.4355 -1.0330 -2.4178 -0.05 -0.01 -0.10 0.46
H 7.3267 0.9731 -3.5000 0.10 0.05 -0.05 0.39
H 8.5811 1.4262 -1.3966 0.07 0.04 0.01 0.38
H 7.5606 0.7491 0.7770 0.06 0.02 0.06 0.40
H 5.5998 -0.3164 1.9690 0.04 0.01 0.14 0.43
H -1.9226 0.2138 -0.6929 -0.07 0.18 -0.15 0.81
H -2.5107 1.5176 -1.7499 0.01 -0.06 0.11 0.17
```
Forces are in eV/Å.

Output
energy above the lowest of the compared OMol25 structures with the same formula, charge and spin = 358.7 kJ/mol
Kohn-Sham gap = 8.7 eV
M = 436.5 Da
spin multiplicity = 1
net charge = 0
largest force on an atom = 1.1 eV Å⁻¹
SMILES string = CCN(CC)C(=O)[C@@H]1CCCN(C(=O)c2cc(COc3ccc4ncccc4c3)on2)C1
HOMO energy = -8.51 eV

=====

Entry 2:
DFT (ωB97M-V/def2-TZVPD) results for an isolated molecule of C4H4N4O2S in a non-equilibrium geometry.

XYZ file:
```
15
Properties=species:S:1:pos:R:3:forces:R:3:mulliken_charge:R:1
N -4.0518 -1.2390 1.4288 -0.29 0.01 0.10 -0.45
C -2.9096 -1.3212 1.4755 -0.54 -0.11 0.45 0.22
C -1.5031 -1.3840 1.4035 -0.46 0.80 -2.02 0.46
N -0.6233 -1.8331 2.2358 -0.60 -0.05 0.27 -0.56
C 0.5712 -1.7015 1.6131 0.22 0.24 -0.48 -0.52
C 0.3996 -1.1588 0.3679 0.44 -0.15 0.14 -0.21
N -0.9384 -0.9390 0.1799 0.27 -0.39 -0.06 0.10
S -1.4358 -0.1603 -1.3927 1.06 0.28 1.69 1.12
N -0.9198 1.3560 -1.0065 -0.35 -0.69 -0.31 -0.44
O -0.5449 -0.7277 -2.3427 -0.01 0.02 0.28 -0.56
O -2.8399 -0.2022 -1.5274 -0.06 0.02 0.41 -0.53
H 1.4629 -2.0175 2.1156 0.30 0.02 -0.11 0.43
H 1.1093 -0.9253 -0.3944 0.26 0.02 -0.22 0.41
H -0.0295 1.6190 -1.3925 0.15 -0.10 -0.17 0.26
H -1.6123 2.0810 -1.0207 -0.39 0.07 0.01 0.27
```
Forces are in eV/Å.

Output
energy above the lowest of the compared OMol25 structures with the same formula, charge and spin = 43.0 kJ/mol
Kohn-Sham gap = 9.6 eV
M = 172.2 Da
spin multiplicity = 1
net charge = 0
largest force on an atom = 2.2 eV Å⁻¹
SMILES string = N#Cc1nccn1S(N)(=O)=O
HOMO energy = -9.53 eV

=====

Entry 3:
DFT (ωB97M-V/def2-TZVPD) results for an isolated molecule of C2H3Cl3F2Si in a non-equilibrium geometry.

XYZ file:
```
11
Properties=species:S:1:pos:R:3:forces:R:3:mulliken_charge:R:1
C -0.6746 -0.3406 -1.3827 -1.17 1.35 4.17 -1.23
C -0.6561 0.3608 0.0314 0.06 -1.19 -0.01 0.63
F -1.7552 -0.1196 0.7408 0.58 0.28 -0.19 -0.29
F -0.8027 1.7100 -0.0270 -0.11 0.29 -0.34 -0.28
Si 0.9841 0.0769 1.0742 -1.03 -2.27 0.60 0.75
Cl 2.5704 0.5333 0.0321 1.38 0.73 -1.36 -0.21
Cl 1.3239 -1.9982 1.4890 -0.68 1.29 -0.22 -0.28
Cl 1.1076 1.0903 2.7940 -0.40 0.27 0.43 -0.20
H 0.1799 -0.0148 -1.8351 2.36 0.20 -1.64 0.40
H -1.5311 0.0560 -1.8534 -1.10 0.05 -0.75 0.34
H -0.7461 -1.3542 -1.0634 0.11 -1.02 -0.69 0.37
```
Forces are in eV/Å.

Output
energy above the lowest of the compared OMol25 structures with the same formula, charge and spin = 0.0 kJ/mol
Kohn-Sham gap = 11.7 eV
M = 199.5 Da
spin multiplicity = 1
net charge = 0
largest force on an atom = 4.5 eV Å⁻¹
SMILES string = CC(F)(F)[Si](Cl)(Cl)Cl
HOMO energy = -11.17 eV

=====

Entry 4:
DFT (ωB97M-V/def2-TZVPD) results for a cluster of 2 separate species, C4H12N2O2 in total.

XYZ file:
```
20
Properties=species:S:1:pos:R:3:forces:R:3:mulliken_charge:R:1
C 0.5754 -0.2014 1.6959 -0.32 0.57 -0.66 -0.83
N 1.1906 -0.3779 0.3956 0.01 -0.83 0.29 0.27
C 2.5444 -0.9149 0.3595 -0.65 0.47 0.00 -0.82
C 0.3526 -0.5911 -0.7528 0.13 0.46 -0.48 -0.76
C -0.4461 0.6936 -1.1284 -0.36 -0.12 -0.11 0.64
N 0.2144 1.6394 -1.7957 0.43 0.11 0.03 -0.36
O -1.6217 0.7606 -0.8484 0.09 -0.03 0.06 -0.64
H -0.3277 0.3849 1.5957 -0.30 0.24 -0.13 0.39
H 0.1916 -1.1846 1.9869 0.31 -0.12 0.44 0.39
H 1.2565 0.3042 2.3748 0.10 -0.49 0.16 0.33
H 3.0688 -0.5835 1.2397 0.25 -0.12 0.25 0.32
H 3.0510 -0.5928 -0.5366 0.15 0.07 -0.33 0.35
H 2.4180 -1.9988 0.3274 0.24 -0.18 0.11 0.38
H -0.4373 -1.3051 -0.5619 -0.15 -0.36 0.50 0.33
H 0.9498 -0.9808 -1.5775 0.07 0.25 -0.01 0.49
H -0.2760 2.4786 -2.0562 -0.09 0.09 -0.03 0.27
H 1.2024 1.5937 -1.9591 0.09 -0.01 -0.14 0.19
H -3.4666 -0.4976 1.5601 0.26 -0.17 0.07 0.31
H -2.3980 -0.3021 0.4884 -0.16 0.03 0.15 0.37
O -2.5437 -0.7092 1.3589 -0.08 0.14 -0.18 -0.62
```
Forces are in eV/Å.

Output
energy above the lowest of the compared OMol25 structures with the same formula, charge and spin = 46.8 kJ/mol
Kohn-Sham gap (alpha / beta) = 11.3 / 7.0 eV
M = 120.2 Da
spin multiplicity = 2
net charge = +1
<S²> = 0.7544
largest force on an atom = 0.9 eV Å⁻¹
HOMO energy (alpha / beta) = -14.33 / -14.32 eV

=====

Copy entry 2 word for word.
DFT (ωB97M-V/def2-TZVPD) results for an isolated molecule of C4H4N4O2S in a non-equilibrium geometry.

XYZ file:
```
15
Properties=species:S:1:pos:R:3:forces:R:3:mulliken_charge:R:1
N -4.0518 -1.2390 1.4288 -0.29 0.01 0.10 -0.45
C -2.9096 -1.3212 1.4755 -0.54 -0.11 0.45 0.22
C -1.5031 -1.3840 1.4035 -0.46 0.80 -2.02 0.46
N -0.6233 -1.8331 2.2358 -0.60 -0.05 0.27 -0.56
C 0.5712 -1.7015 1.6131 0.22 0.24 -0.48 -0.52
C 0.3996 -1.1588 0.3679 0.44 -0.15 0.14 -0.21
N -0.9384 -0.9390 0.1799 0.27 -0.39 -0.06 0.10
S -1.4358 -0.1603 -1.3927 1.06 0.28 1.69 1.12
N -0.9198 1.3560 -1.0065 -0.35 -0.69 -0.31 -0.44
O -0.5449 -0.7277 -2.3427 -0.01 0.02 0.28 -0.56
O -2.8399 -0.2022 -1.5274 -0.06 0.02 0.41 -0.53
H 1.4629 -2.0175 2.1156 0.30 0.02 -0.11 0.43
H 1.1093 -0.9253 -0.3944 0.26 0.02 -0.22 0.41
H -0.0295 1.6190 -1.3925 0.15 -0.10 -0.17 0.26
H -1.6123 2.0810 -1.0207 -0.39 0.07 0.01 0.27
```
Forces are in eV/Å.

Output
energy above the lowest of the compared OMol25 structures with the same formula, charge and spin = 43.0 kJ/mol
Kohn-Sham gap = 9.6 eV
M = 172.2 Da
spin multiplicity = 1
net charge = 0
largest force on an atom = 2.2 eV Å⁻¹
SMILES string = N#Cc1nccn1S(N)(=O)=O
HOMO energy = -9.53 eV

=====

Q: Among the records above, which one has the highest net charge?
A: C4H12N2O2

=====

Q: Number 3 is which compound?
A: C2H3Cl3F2Si

=====

Q: The lowest M belongs to which entry?
A: C4H12N2O2